C4H7NO4 in the gas phase at a distorted geometry, computed with ωB97M-V with the def2-TZVPD basis set.

```
16
Properties=species:S:1:pos:R:3:lowdin_charge:R:1
O 1.21 -1.79 0.04 0.126
O 2.27 -0.02 -0.94 0.135
O -1.32 0.80 -1.09 0.079
O -2.64 -0.71 -0.13 0.114
N 0.79 1.66 0.35 0.021
C -1.59 0.11 -0.12 -0.502
C 0.71 0.33 0.86 -0.295
C 1.48 -0.64 -0.10 -0.535
C -0.72 -0.14 1.10 -0.048
H -3.20 -0.51 -0.92 0.145
H 1.20 2.41 0.90 0.097
H 1.20 0.25 1.84 0.161
H -0.08 2.14 -0.02 0.124
H -1.26 0.31 1.97 0.150
H -0.66 -1.23 1.19 0.128
H 1.80 0.86 -0.88 0.099
```

Output
LUMO = 0.6 eV
structure (SMILES) = N[C@@H](CC(=O)O)C(=O)O
total charge = 0
E_tot = -512.35882 Eh
relative energy (zero: lowest compared OMol25 entry of this formula, charge and spin) = 0.643 eV
orbital gap = 10.162 eV